The following is a DFT calculation (ωB97M-V with the def2-TZVPD basis set) of a 8-piece molecular cluster, C11H19BrCl14F3O4P overall at a distorted geometry.

XYZ file:
```
53
Properties=species:S:1:pos:R:3:forces:R:3:nbo_charge:R:1
O -5.149 -4.045 0.069 4.6 3.0 -1.4 -0.55
C -4.178 -3.269 -0.146 -4.3 -1.4 2.4 0.96
O -4.338 -1.950 0.429 2.6 -2.5 -1.1 -0.51
C -3.047 -1.294 0.668 1.2 1.0 0.1 -0.10
C -3.177 -0.128 1.809 0.4 0.1 -0.7 -0.52
C -2.181 1.061 1.416 0.3 0.4 -0.2 0.99
F -0.992 0.629 0.753 -2.8 1.1 1.5 -0.34
F -2.865 1.959 0.525 2.1 -1.6 2.3 -0.35
F -1.718 1.772 2.573 -1.3 -1.3 -2.9 -0.34
O -2.994 -3.660 -0.845 -3.4 1.8 -0.1 -0.78
P -3.309 -4.037 -2.508 -0.1 -1.4 -1.0 1.28
O -4.980 -4.040 -2.854 1.7 0.2 0.4 -0.99
Br -2.516 -2.249 -3.694 -0.5 -0.7 1.0 -0.25
H -2.713 -0.860 -0.351 -0.3 -0.6 1.9 0.22
H -2.240 -2.017 1.075 -1.5 0.9 -0.9 0.20
H -2.847 -0.498 2.850 -0.7 0.5 -1.8 0.26
H -4.248 0.307 1.829 1.9 -0.7 0.0 0.26
H -5.208 -4.879 -3.333 0.5 0.9 0.8 0.52
Cl -1.462 -1.990 4.963 0.1 0.0 0.0 -0.04
C -2.758 -1.502 6.064 -0.3 0.0 0.3 -0.41
Cl -4.142 -0.857 5.174 -0.1 0.0 0.1 -0.03
H -3.079 -2.370 6.639 0.0 0.1 -0.2 0.22
H -2.378 -0.732 6.738 -0.3 -0.4 -0.5 0.24
Cl 1.123 0.857 -3.211 0.0 -0.2 -0.1 -0.02
C 1.524 -0.299 -1.935 0.1 -0.1 0.0 -0.40
Cl 0.098 -1.216 -1.434 0.1 -0.2 0.0 -0.04
H 2.277 -0.992 -2.309 -0.2 0.1 0.0 0.22
H 1.915 0.242 -1.078 -0.2 -0.1 -0.2 0.23
Cl 3.997 2.118 1.542 0.0 0.0 0.1 -0.03
C 2.775 2.907 0.537 -0.2 0.2 0.0 -0.40
Cl 2.937 2.432 -1.158 0.0 0.5 0.3 -0.01
H 1.786 2.619 0.892 0.2 -0.1 -0.1 0.23
H 2.895 3.986 0.615 0.1 -0.2 0.0 0.22
Cl 4.840 0.682 -3.873 -0.1 -0.1 -0.1 -0.04
C 6.011 1.999 -4.037 0.0 -0.2 0.0 -0.40
Cl 5.806 3.200 -2.756 0.2 0.1 -0.1 -0.03
H 7.021 1.587 -3.978 -0.8 0.1 0.1 0.23
H 5.865 2.482 -5.000 -0.1 -0.1 0.2 0.23
Cl -4.505 0.169 -4.417 -0.4 0.4 -0.2 -0.02
C -5.352 0.341 -2.876 -0.2 -0.1 0.0 -0.40
Cl -4.364 1.210 -1.698 -0.1 -0.1 0.0 -0.02
H -6.276 0.894 -3.040 0.2 0.0 0.0 0.22
H -5.580 -0.650 -2.485 0.2 0.1 -0.1 0.22
Cl 7.645 3.506 -6.516 0.2 0.1 -0.2 -0.02
C 9.218 3.260 -5.748 0.3 0.1 -0.1 -0.39
Cl 9.070 2.374 -4.221 0.9 0.3 -0.1 -0.02
H 9.854 2.692 -6.425 -0.2 0.0 0.1 0.23
H 9.667 4.232 -5.549 -0.2 -0.1 0.1 0.23
Cl 0.462 -2.045 9.522 0.1 0.0 -0.1 -0.02
C 0.551 -1.233 7.955 0.2 -0.2 -0.1 -0.40
Cl -0.647 0.063 7.837 0.5 0.4 0.3 -0.02
H 1.546 -0.807 7.832 -0.2 0.0 0.1 0.23
H 0.362 -1.961 7.167 -0.1 0.1 0.2 0.23
```
Forces are in eV/Å.

Properties
Maximum force ... 5.6 eV Å⁻¹
Kohn-Sham gap ... 9.7 eV
LUMO energy ... 0.2844 eV